Entry 1:
{"formula": "C3H4N2O3", "method": "ωB97M-V/def2-TZVPD", "relative_energy_kcal_mol": 124.3, "total_charge": 0, "e_lumo_ev": -0.525, "elements": ["C", "C", "C", "H", "H", "H", "H", "N", "N", "O", "O", "O"], "positions_angstrom": [[0.5257, 0.4208, 0.5520], [-0.2979, -0.6120, -1.2359], [-0.7876, 0.1146, 0.7774], [1.1141, 2.2624, 0.7403], [1.7004, -0.5464, -0.8699], [-1.0300, -2.2279, -2.2049], [-0.2751, 0.4000, 2.6744], [0.7630, 0.2485, -0.9854], [-0.2550, -1.5527, -2.1601], [1.2553, 1.4020, 1.1635], [-1.4199, -0.3421, -0.3317], [-1.2929, 0.4328, 1.8804]], "forces_ev_per_angstrom": [[-0.61, 0.30, -3.29], [-0.99, -3.04, -3.26], [5.03, 1.15, -3.16], [-0.24, -0.17, -0.05], [-3.37, 3.26, -1.38], [0.09, 0.89, 0.34], [-4.57, 0.56, -3.68], [3.32, -3.68, 4.01], [-0.50, 2.35, 2.80], [0.21, -0.43, 0.74], [0.87, -1.00, -0.10], [0.76, -0.18, 7.03]]}

Entry 2:
{"formula": "C5H11NO", "method": "ωB97M-V/def2-TZVPD", "relative_energy_kcal_mol": 79.7, "smiles": "C=C/C=C(/C)N.O", "total_charge": 0, "e_lumo_ev": 0.765, "elements": ["N", "C", "C", "C", "C", "C", "H", "H", "H", "H", "H", "H", "H", "H", "H", "H", "H", "O"], "positions_angstrom": [[1.1676, -0.3237, 1.8327], [-0.1965, -0.2698, 1.5945], [-0.8073, -0.1847, 0.3515], [-0.2403, -0.4238, -0.9411], [1.1418, -0.4911, -1.1403], [-1.0591, -0.1570, 2.7696], [1.5219, -0.3743, 2.7664], [1.7666, -0.7980, 1.0568], [-1.8915, 0.0435, 0.2672], [-0.9917, -0.4475, -1.8055], [1.6811, -0.9257, -1.9636], [1.8249, 0.0466, -0.4671], [-1.5911, -1.0282, 3.1836], [-1.7816, 0.5935, 2.3779], [-0.8651, 0.6228, 3.5944], [-0.5491, 1.5895, -3.0925], [0.8818, 1.2806, -3.6230], [-0.1515, 1.3528, -3.8661]], "forces_ev_per_angstrom": [[0.71, -1.33, -2.85], [0.93, 0.29, -1.00], [-0.45, 0.26, 0.41], [2.11, 0.24, -1.18], [-1.38, 0.59, 0.41], [-2.37, 3.37, 1.64], [-0.26, -0.35, 0.30], [-1.43, 1.20, 1.97], [0.82, -0.39, 0.80], [1.34, -0.74, 1.22], [-0.48, 0.17, -0.73], [-0.50, -0.62, 0.01], [0.51, 0.26, -0.37], [-0.79, -1.19, -0.03], [1.26, -1.77, -0.59], [-1.58, 1.02, 3.45], [-3.78, 0.22, -0.73], [5.35, -1.24, -2.73]]}

Entry 3:
{"formula": "C11H14NS", "method": "ωB97M-V/def2-TZVPD", "relative_energy_kcal_mol": 15.2, "smiles": "CC1=C([n+]2ccccc2C)CCS1", "total_charge": 1, "e_lumo_ev": -3.879, "elements": ["C", "C", "C", "C", "C", "C", "C", "C", "C", "C", "C", "N", "S", "H", "H", "H", "H", "H", "H", "H", "H", "H", "H", "H", "H", "H", "H"], "positions_angstrom": [[3.2452, -0.2715, 0.6780], [2.3847, -1.3591, 1.1464], [2.7689, 0.5332, -0.2942], [1.0902, -1.3367, 0.7834], [1.3832, 0.4373, -0.6438], [-0.8017, -0.3722, -0.1658], [-1.7684, 0.4558, 0.6894], [-1.4489, -1.5353, -0.8187], [-2.9332, -1.2349, -0.9197], [0.8815, 1.3343, -1.7173], [-1.3047, 1.5294, 1.6766], [0.6145, -0.3871, -0.0390], [-3.3571, -0.0904, 0.5669], [4.1803, -0.0670, 1.1452], [2.6694, -2.2355, 1.8361], [3.4457, 1.2848, -0.7075], [0.3811, -2.1292, 1.0494], [-1.1159, -1.8058, -1.7691], [-1.1206, -2.4843, -0.3007], [-3.1727, -0.6568, -1.7362], [-3.5189, -2.0592, -0.9431], [1.7074, 1.4659, -2.3222], [0.0499, 0.8176, -2.1456], [0.5358, 2.2612, -1.3131], [-0.3175, 1.9377, 1.5689], [-1.2272, 1.0251, 2.6866], [-2.0151, 2.2679, 1.6887]], "forces_ev_per_angstrom": [[-1.36, -1.96, 1.22], [1.48, -0.38, 1.06], [-0.70, 0.11, -0.03], [0.24, -1.60, 0.56], [3.06, 2.75, -1.34], [-4.74, 3.12, 2.36], [6.04, -2.56, -2.74], [-0.03, -0.85, 1.44], [1.95, 1.75, 2.98], [-1.06, -1.09, 1.83], [0.64, -3.42, 0.81], [-1.90, -0.81, 1.09], [-0.54, -0.88, -0.96], [0.76, -0.30, 0.00], [0.02, 1.85, -1.14], [-0.66, -0.08, -0.12], [0.33, 0.61, 0.16], [0.79, 0.28, -2.07], [-1.07, 0.57, 0.22], [-0.21, 1.42, -1.93], [-1.93, -2.55, 0.38], [1.29, 0.58, -1.79], [-0.49, 0.03, -0.86], [-0.21, 0.73, 0.18], [0.44, 0.10, -0.82], [-0.53, 0.58, -0.85], [-1.60, 2.00, 0.36]]}

Entry 4:
{"formula": "C3H13NO2S", "method": "ωB97M-V/def2-TZVPD", "relative_energy_kcal_mol": 18.9, "smiles": "C[C@@H](N)CS.O.O", "total_charge": 0, "e_lumo_ev": 0.592, "elements": ["C", "C", "C", "S", "N", "H", "H", "H", "H", "H", "H", "H", "H", "H", "H", "H", "O", "H", "H", "O"], "positions_angstrom": [[0.1435, 0.6153, -0.0621], [-0.2750, 1.3821, 1.1948], [-0.7261, 0.3667, 2.2659], [0.4847, -0.1528, 3.5403], [-1.4276, 2.2240, 0.8768], [1.0143, 0.0193, 0.2259], [0.4524, 1.2632, -0.8818], [-0.7392, 0.0147, -0.2916], [0.5078, 2.0159, 1.6398], [-1.4030, 0.7384, 3.0224], [-1.1024, -0.4743, 1.6841], [1.4682, -0.5273, 2.7460], [-1.4742, 3.0283, 1.4956], [-1.4154, 2.6863, -0.0167], [1.1335, -1.1463, -4.6867], [1.0584, -0.5567, -3.2073], [1.5701, -1.0615, -3.8281], [-0.1590, -3.7064, -2.5511], [0.9052, -3.3504, -1.4861], [-0.0163, -3.3783, -1.6804]], "forces_ev_per_angstrom": [[0.30, 0.33, 1.16], [-0.10, 0.88, 0.41], [0.86, -0.25, 0.16], [-0.02, 0.09, -0.32], [-0.68, 0.64, 0.37], [-0.23, -0.36, -0.33], [-0.22, 0.07, -0.01], [0.40, -0.20, -0.52], [0.27, -0.37, -0.35], [-0.99, 0.43, -0.72], [-0.40, -0.22, 0.68], [0.53, -0.27, -0.32], [-0.10, -0.36, 0.41], [0.41, -0.43, -0.63], [-0.20, 0.35, 0.60], [-0.69, 0.27, -0.03], [0.88, -0.67, -0.55], [0.26, -0.34, -0.95], [1.01, -0.08, -0.20], [-1.27, 0.48, 1.15]]}

Entry 5:
{"formula": "C21H31N2O4S2", "method": "ωB97M-V/def2-TZVPD", "total_charge": 1, "e_lumo_ev": -4.896, "elements": ["C", "C", "N", "C", "C", "C", "C", "C", "C", "C", "C", "C", "N", "C", "S", "O", "O", "C", "C", "C", "S", "H", "H", "H", "H", "H", "H", "H", "H", "H", "H", "H", "H", "H", "H", "H", "H", "H", "H", "H", "C", "C", "O", "C", "H", "H", "H", "H", "H", "H", "C", "C", "O", "C", "H", "H", "H", "H", "H", "H"], "positions_angstrom": [[4.1581, -1.3622, 0.8875], [4.4259, -1.5212, -0.6718], [4.9629, -2.6262, -1.0473], [3.9865, -0.3536, -1.6684], [2.7526, 0.3697, -0.9881], [2.9175, 1.7331, -0.3315], [4.2964, 2.4955, -0.3168], [1.7218, 2.3482, 0.3381], [1.8496, 3.7755, 1.0182], [0.4251, 1.6213, 0.3349], [-0.8513, 2.1365, 0.9856], [-2.0894, 1.3450, 0.8901], [-2.1756, 0.1000, 0.2381], [-3.4087, -0.7075, 0.0849], [-4.4528, -0.8215, 1.5971], [-5.3120, 0.3732, 1.7143], [-5.3482, -1.9739, 1.3622], [-1.0199, -0.4128, -0.3559], [0.2898, 0.2685, -0.3448], [1.4643, -0.3770, -1.0155], [1.3237, -2.0176, -1.8123], [4.1583, -0.2838, 1.2052], [3.1810, -1.8616, 1.1695], [4.9713, -1.8872, 1.4577], [5.0336, -2.5758, -2.0773], [4.8320, 0.3592, -1.8962], [3.6811, -0.7911, -2.6656], [4.8309, 2.3951, 0.6694], [4.9892, 2.1688, -1.1368], [4.1227, 3.6038, -0.4773], [2.6236, 4.4197, 0.5291], [0.8500, 4.2779, 0.8209], [1.9948, 3.6965, 2.1357], [-0.7965, 3.1146, 1.5224], [-3.0225, 1.7735, 1.3578], [-3.1006, -1.7486, -0.2042], [-4.0423, -0.2597, -0.7312], [-3.7489, -1.1111, 2.7533], [-1.0750, -1.4097, -0.8803], [2.1086, -2.0223, -2.9463], [-3.6172, -6.4008, 4.1726], [-4.0855, -5.8238, 2.8612], [-3.9944, -6.4505, 1.8277], [-4.6726, -4.4345, 2.8837], [-3.2196, -7.4024, 4.0053], [-2.8267, -5.7760, 4.5934], [-4.4547, -6.4685, 4.8696], [-3.9272, -3.7222, 3.2469], [-5.5569, -4.4142, 3.5235], [-4.9653, -4.1505, 1.8756], [0.3536, 2.6510, -3.3442], [-0.1145, 4.0277, -2.9461], [-0.3029, 4.3199, -1.7815], [-0.3393, 5.0267, -4.0494], [0.4743, 2.0370, -2.4504], [-0.3858, 2.1805, -3.9954], [1.3162, 2.7186, -3.8549], [-1.1091, 4.6607, -4.7315], [0.5928, 5.1988, -4.5912], [-0.6734, 5.9713, -3.6191]], "forces_ev_per_angstrom": [[0.28, 0.01, -0.57], [0.24, -0.54, 0.87], [-0.75, 1.85, -0.51], [-0.71, 0.12, 0.85], [-1.27, 0.02, -0.15], [-2.63, -0.69, 0.51], [-0.62, 0.19, -0.30], [1.30, -1.10, -0.91], [-1.44, -0.75, -0.60], [-0.50, -0.51, -0.03], [-0.25, -2.96, -1.57], [1.90, 2.15, 0.57], [3.22, 0.32, -0.62], [0.65, -0.01, -0.23], [-6.62, -0.62, -0.86], [3.18, -0.62, 0.26], [2.76, 1.10, 0.11], [0.90, 1.12, 0.46], [-0.65, -0.04, 0.11], [1.91, 2.73, 0.31], [-0.26, 0.56, 0.51], [-0.17, -1.04, -0.29], [1.01, 0.72, -0.41], [-0.77, 0.42, -0.75], [0.19, -0.42, 0.36], [-0.92, -0.85, 0.54], [0.38, 0.45, 1.17], [-0.64, -0.07, -0.92], [-0.78, 0.17, 0.89], [0.14, -1.37, 0.19], [-0.66, -0.80, 0.64], [1.28, -0.36, 0.35], [0.05, 0.08, -1.27], [-0.51, -1.15, -0.57], [1.02, -0.84, -0.71], [-0.43, 1.00, 0.41], [0.20, -0.46, 1.14], [0.46, 0.49, -0.79], [-0.21, 1.29, 0.71], [-0.41, 0.70, 0.88], [0.09, -0.32, -0.17], [0.09, -0.31, -0.24], [0.00, 0.24, 0.21], [-0.07, -0.23, -0.40], [-0.04, 0.10, 0.00], [-0.15, 0.05, 0.15], [0.10, 0.16, 0.10], [-0.09, -0.01, 0.22], [0.13, 0.14, 0.12], [0.02, -0.10, 0.15], [-0.01, -0.12, 0.35], [-0.10, 0.25, 0.30], [0.09, -0.22, -0.14], [-0.09, 0.23, 0.28], [0.01, 0.06, -0.07], [0.15, 0.05, -0.17], [-0.12, -0.05, -0.18], [0.17, -0.03, -0.14], [-0.10, -0.12, -0.16], [0.03, -0.10, -0.02]]}

Entry 6:
{"formula": "C4H3NO2", "method": "ωB97M-V/def2-TZVPD", "relative_energy_kcal_mol": 134.0, "smiles": "OC#C[C@H]1N=C1O", "total_charge": 0, "e_lumo_ev": 0.330, "elements": ["C", "C", "C", "C", "N", "O", "O", "H", "H", "H"], "positions_angstrom": [[-0.1330, -1.0369, 0.4952], [-0.9743, -0.2422, -0.4186], [0.8693, -0.4642, 1.2351], [-0.8404, 0.6208, -1.2632], [1.2032, -0.9185, 0.1325], [1.2146, 0.4423, 2.1040], [-0.8868, 1.3884, -2.2446], [-0.7270, -1.8846, 0.8701], [1.9534, 0.9388, 1.9088], [-1.6789, 1.1562, -2.8193]], "forces_ev_per_angstrom": [[-6.93, -1.40, -0.23], [0.82, 1.09, 0.34], [1.53, 2.16, 0.69], [-0.82, -2.64, 2.26], [4.52, -1.34, -0.85], [-2.81, -1.25, 2.01], [-1.60, 2.06, -3.62], [1.02, -0.52, -0.28], [2.86, 1.38, -1.09], [1.42, 0.46, 0.78]]}